No. 1
Density functional theory data (ωB97M-V with the def2-TZVPD basis set) for F5H44HfO22 as an isolated structure at a distorted geometry.

Spin multiplicity: 1
Largest force on an atom in eV/A: 3.07
Charge: -1
Lowest unoccupied orbital energy in eV: 2.08
Gap between HOMO and LUMO in Ha: 0.39981
HOMO energy in eV: -8.80

Structure (XYZ):
```
72
F5H44HfO22, DFT ωB97M-V with the def2-TZVPD basis set
Hf 0.1378 2.9679 -0.0045
F -1.1207 1.3559 -0.0008
F -0.0028 3.0200 -2.0638
F 2.0350 3.7379 -0.2291
F -0.2415 3.6735 1.9365
F 1.4167 1.5085 0.5800
O -2.6420 1.4255 -2.3109
H -1.9446 2.1318 -2.2553
H -2.4383 1.1053 -1.3909
O 4.6435 -2.1064 2.0836
H 5.1853 -1.6047 2.6587
H 4.1257 -1.5304 1.4953
O -5.0734 1.1048 -1.9895
H -4.2939 1.4774 -2.4521
H -4.9060 0.1723 -1.9554
O 2.8140 -2.3303 -0.2062
H 2.0562 -2.2740 -0.7691
H 3.0296 -3.2152 -0.3164
O -1.2472 1.3736 2.9303
H -0.4521 0.9642 2.6148
H -1.0697 2.3640 2.6637
O -4.4424 2.5100 0.0685
H -4.3826 1.7949 0.6784
H -4.8538 2.0692 -0.7483
O 3.4953 4.6592 -2.0135
H 3.8075 3.7496 -2.1859
H 2.8620 4.4559 -1.3057
O -4.2852 -2.7154 1.7412
H -3.7096 -3.4966 1.5894
H -3.8210 -2.1018 2.3224
O 4.8203 -4.7095 0.9225
H 5.0288 -3.9199 1.4491
H 5.0627 -4.3526 0.0636
O 2.0912 -2.6491 2.6291
H 2.6453 -2.5851 1.8577
H 2.7450 -2.5140 3.3504
O -0.9254 -1.5353 0.4721
H -0.7048 -0.6187 0.4914
H -0.2865 -1.9281 1.0780
O -2.0991 -3.8531 -0.3394
H -2.5760 -3.0400 -0.2988
H -1.5122 -3.9537 0.4205
O -3.4701 0.2504 1.7229
H -2.9675 -0.2538 1.0878
H -2.7784 0.7808 2.2374
O 1.3022 6.3874 1.6711
H 1.9348 6.0123 1.0126
H 0.8563 5.6363 2.0483
O -0.3219 5.4948 -0.9054
H 0.1163 6.1925 -0.4077
H 0.0410 5.4559 -1.7854
O 1.1839 5.1175 -3.6479
H 0.7527 4.2509 -3.6827
H 2.0988 5.0090 -3.3127
O -2.0721 3.8047 -0.1711
H -2.9909 3.3041 -0.0812
H -2.0175 4.7093 0.0737
O 0.4386 -2.6530 -1.9559
H -0.2537 -2.3809 -1.2504
H 0.4510 -1.8970 -2.5634
O 3.2832 0.0259 1.4816
H 3.0621 0.3782 2.3309
H 2.6539 0.3870 0.8243
O 1.1393 -5.1597 -1.6125
H 1.0863 -4.2677 -1.9809
H 0.6499 -5.7565 -2.1685
O -1.5873 -5.9639 -1.8870
H -1.6368 -5.0860 -1.4918
H -2.0488 -6.5306 -1.3140
O 0.3216 -4.6361 0.9889
H 0.6657 -4.9128 0.1006
H 1.1361 -4.2864 1.3767
```



No. 2
Density functional theory data (ωB97M-V with the def2-TZVPD basis set) for F6H14N3Na4O19S6 as an isolated structure at a distorted geometry.

Spin multiplicity: 1
Largest force on an atom in eV/A: 10.04
Charge: +1
Lowest unoccupied orbital energy in eV: -6.58
Gap between HOMO and LUMO in Ha: 0.08629
HOMO energy in eV: -8.93
Energy relative to the best compared isomer or geometry (same formula, charge and spin) in eV: 6.603

Structure (XYZ):
```
52
F6H14N3Na4O19S6, DFT ωB97M-V with the def2-TZVPD basis set
Na 1.6978 -3.1525 -2.5935
Na -1.9747 -2.2317 0.8984
Na -6.4936 4.2820 -0.4743
Na -0.5305 8.0458 1.9411
N 2.2601 2.8327 8.3884
S 3.5287 1.7278 8.1393
O 4.2910 2.0311 6.9573
O 3.4424 0.3549 8.5824
F 4.4405 2.3646 9.3104
S 1.1930 1.7781 8.1860
O 0.7722 1.0852 9.4058
O 1.0651 1.0857 6.9187
F 0.0468 2.9732 8.1346
N -0.1446 0.8380 -1.8169
S 0.4742 2.2674 -1.0719
O -0.3477 3.4186 -0.7679
O 1.8549 2.4758 -1.5409
F 0.6403 1.6947 0.4505
S -0.8948 1.6365 -2.8395
O -0.1398 2.1820 -3.9440
O -2.1782 2.2782 -2.4268
F -1.4413 0.3127 -3.5823
N 1.4270 -5.4558 1.4131
S 2.5283 -5.4691 2.4385
O 3.8972 -5.9351 2.1313
O 2.1468 -5.2795 3.8290
F 2.8710 -4.0048 2.0255
S 1.1108 -7.1757 1.5509
O 0.3907 -7.5977 2.7560
O 2.1587 -8.0831 1.0194
F 0.0600 -7.2535 0.3503
O -1.2125 -5.6389 -4.8822
H -1.5718 -5.4886 -5.7566
H -1.9808 -5.7069 -4.3154
O -3.8989 0.9449 2.5865
H -3.7342 1.8756 2.7382
H -4.6947 0.9256 2.0549
O -7.3500 5.2903 -4.4288
H -8.2997 5.3426 -4.3209
H -7.2241 4.6758 -5.1518
O 2.8481 -1.1428 -6.2343
H 2.1665 -0.8522 -6.8402
H 3.4073 -0.3750 -6.1160
O -0.1249 4.2359 -9.2720
H -0.5034 5.0321 -8.8992
H -0.0281 3.6440 -8.5260
O -5.1610 -2.8159 -1.8476
H -5.7337 -2.2343 -1.3475
H -5.4519 -2.7177 -2.7542
O 7.1540 3.5260 -0.2435
H 6.9337 4.2616 0.3281
H 6.3079 3.1909 -0.5403
```



No. 3
Density functional theory data (ωB97M-V with the def2-TZVPD basis set) for a 13-piece molecular cluster, F6H24O12P overall at a distorted geometry.

Spin multiplicity: 1
Largest force on an atom in eV/A: 2.01
Charge: -1
Lowest unoccupied orbital energy in eV: 2.21
Gap between HOMO and LUMO in Ha: 0.40091
HOMO energy in eV: -8.70
Energy relative to the best compared isomer or geometry (same formula, charge and spin) in eV: 3.126

Structure (XYZ):
```
43
F6H24O12P, DFT ωB97M-V with the def2-TZVPD basis set
P -4.5904 1.4866 -2.6063
F -4.4177 0.4436 -3.8776
F -3.1966 0.9015 -2.0892
F -3.9597 2.7883 -3.4027
F -4.8059 2.3780 -1.2793
F -6.0372 1.8996 -3.1144
F -5.2242 0.3081 -1.7012
O -1.0532 7.0895 -3.9645
H -1.9941 6.9280 -3.8948
H -0.6664 6.2187 -4.0559
O -2.2736 -3.8075 -4.2838
H -2.3011 -2.8513 -4.3171
H -3.1409 -4.0830 -4.5806
O -9.7244 1.9319 0.9398
H -9.3071 1.7186 0.1051
H -8.9966 2.0304 1.5537
O -7.8795 0.3704 -7.4859
H -7.5534 0.6395 -6.6271
H -7.8765 -0.5862 -7.4548
O -10.9393 4.1634 -5.8438
H -10.6336 3.3908 -6.3190
H -11.7041 3.8580 -5.3560
O 1.9715 3.1934 -2.9560
H 1.4998 3.3010 -2.1300
H 2.1564 2.2555 -3.0063
O -6.6017 3.5506 4.1470
H -6.5532 4.1288 4.9084
H -5.6916 3.3163 3.9653
O -2.7652 -1.6511 1.9215
H -2.7168 -1.6586 0.9656
H -2.1761 -2.3534 2.1972
O -0.1326 -0.2606 -8.0828
H -0.9804 0.1662 -7.9593
H 0.3110 -0.1613 -7.2404
O -3.7563 5.7037 -8.3208
H -4.3950 5.7017 -9.0337
H -4.2677 5.4921 -7.5398
O -6.9504 7.5212 -4.9782
H -7.5566 7.8811 -4.3307
H -7.3603 6.7044 -5.2628
O -3.2536 6.4500 1.1282
H -3.3844 6.0723 1.9979
H -3.5000 5.7504 0.5232
```



No. 4
Density functional theory data (ωB97M-V with the def2-TZVPD basis set) for F8N4O16S8Sr as an isolated structure at a distorted geometry.

Spin multiplicity: 1
Largest force on an atom in eV/A: 5.51
Charge: -2
Lowest unoccupied orbital energy in eV: 4.45
Gap between HOMO and LUMO in Ha: 0.37865
HOMO energy in eV: -5.85
Energy relative to the best compared isomer or geometry (same formula, charge and spin) in eV: 0.000

Structure (XYZ):
```
37
F8N4O16S8Sr, DFT ωB97M-V with the def2-TZVPD basis set
Sr -9.9413 -6.1387 -10.1090
N -10.0196 -6.6652 -12.5001
S -10.7019 -6.0381 -13.7844
O -12.1107 -5.9751 -13.8058
O -10.0058 -6.1263 -15.0241
F -10.3726 -4.5112 -13.3428
S -9.8597 -8.2554 -13.0331
O -8.6184 -8.5116 -13.6651
O -11.0477 -8.8606 -13.5125
F -9.6788 -8.8333 -11.5596
N -8.5808 -7.5978 -8.7706
S -8.8668 -7.8355 -7.1628
O -8.1124 -7.0480 -6.2597
O -9.3019 -9.1312 -6.7817
F -10.2674 -7.0592 -7.2200
S -7.0930 -8.1625 -8.8704
O -6.9467 -9.5389 -8.6014
O -6.1063 -7.2294 -8.4462
F -6.9449 -8.0238 -10.4567
N -9.3048 -3.7521 -9.8629
S -10.5543 -2.6538 -9.8654
O -10.5085 -1.6298 -10.8315
O -10.9763 -2.3878 -8.5403
F -11.6912 -3.6450 -10.3483
S -8.0052 -2.8359 -9.7700
O -7.9289 -2.0046 -8.6205
O -7.5561 -2.3432 -11.0235
F -6.9786 -4.0293 -9.5028
N -12.2803 -6.4710 -9.4312
S -13.4294 -7.4285 -10.1259
O -14.0534 -6.8469 -11.2522
O -14.1669 -8.2986 -9.2964
F -12.3136 -8.3793 -10.7742
S -13.1366 -5.7629 -8.2903
O -13.2549 -6.5537 -7.1273
O -14.2187 -4.9498 -8.6668
F -11.9906 -4.7268 -7.9065
```



No. 5
Density functional theory data (ωB97M-V with the def2-TZVPD basis set) for FFe2H8O4 as an isolated structure at a distorted geometry.

Spin multiplicity: 9
⟨S²⟩: 20.010
Largest force on an atom in eV/A: 2.43
Charge: +3
Lowest unoccupied orbital energy (spin up / spin down) in eV: -15.98 / -17.18
Gap between HOMO and LUMO (spin up / spin down) in Ha: 0.21206 / 0.15800
HOMO energy (spin up / spin down) in eV: -21.75 / -21.48
Energy relative to the best compared isomer or geometry (same formula, charge and spin) in eV: 2.485

Structure (XYZ):
```
15
FFe2H8O4, DFT ωB97M-V with the def2-TZVPD basis set
Fe 2.6229 1.7405 -0.9153
Fe 0.8968 -1.7389 0.0142
F 1.2617 0.3649 -0.1266
O -0.3974 2.2628 1.2764
H 0.0911 1.6754 0.6998
H -0.4708 1.7829 2.1014
O -0.9584 -1.4437 -0.7541
H -1.6670 -1.9326 -1.1726
H -1.0772 -0.5432 -1.0562
O -1.2907 0.7365 -2.2277
H -0.6264 1.4055 -2.0625
H -1.2557 0.5919 -3.1733
O 0.9612 -1.6120 2.0755
H 1.1529 -2.3745 2.6215
H 0.7570 -0.9154 2.6994
```